[1]
This record from the Open Molecules 2025 dataset describes 12 unconnected molecules or ions with the total composition C52H63F16N2O35P at a distorted geometry. The level of theory is ωB97M-V with the def2-TZVPD basis set.

ORCA input file:
```
! wB97M-V def2-TZVPD RIJCOSX def2/J DEFGRID3
* xyz 0 1
C -0.472 3.549 -3.841
C -1.108 3.206 -2.332
C 0.064 3.432 -1.157
N 0.914 2.222 -1.040
P 1.222 1.622 0.595
C 2.632 0.401 0.889
C 3.616 0.876 2.299
C 4.937 -0.190 2.630
O 5.073 1.322 1.984
N -0.076 2.078 1.789
C 0.271 1.662 3.192
C -1.029 1.323 4.132
C -2.301 2.175 3.542
O 2.079 3.016 1.127
C 3.153 3.465 0.249
C 2.995 5.061 -0.234
C 0.107 0.129 0.140
F -1.233 0.672 -0.302
F -0.216 -0.781 1.274
C 0.637 -0.813 -1.083
C 1.401 -2.278 -0.811
C 1.933 -3.278 -1.996
C 1.739 -2.917 -3.583
C 0.961 -1.474 -3.916
C 0.707 -1.046 -5.491
F 0.518 -2.337 -6.239
F 1.829 -0.253 -6.069
F -0.585 -0.282 -5.550
C 0.438 -0.485 -2.712
H 0.396 2.776 -4.109
H -1.296 3.381 -4.687
H -0.058 4.640 -3.922
H -2.000 3.986 -2.179
H -1.481 2.100 -2.401
H -0.525 3.772 -0.205
H 0.641 4.405 -1.542
H 1.688 2.126 -1.714
H 2.327 -0.669 1.251
H 3.399 0.399 -0.021
H 3.012 1.373 3.282
H 4.367 -0.975 1.930
H 5.915 -0.330 2.040
H -0.109 3.142 1.834
H 0.938 2.518 3.676
H 0.937 0.694 3.162
H -0.744 1.603 5.235
H -1.278 0.176 3.980
H -2.616 1.741 2.491
H -2.127 3.336 3.480
H -3.211 1.965 4.271
H 3.453 2.749 -0.624
H 4.127 3.510 0.943
H 3.658 5.754 0.476
H 3.230 5.218 -1.369
H 1.871 5.367 0.029
H 1.544 -2.589 0.326
H 2.480 -4.308 -1.740
H 2.086 -3.619 -4.472
H -0.093 0.515 -3.033
O -4.971 3.501 1.915
C -5.802 3.276 2.779
O -7.154 3.357 2.584
C -7.758 2.897 3.776
C -6.686 3.119 4.789
F -6.747 2.189 5.767
O -5.497 2.920 4.059
H -8.022 1.840 3.665
H -8.666 3.463 4.000
H -6.685 4.123 5.227
O 3.775 -6.164 -0.889
C 3.356 -6.841 -1.813
O 2.261 -6.517 -2.566
C 2.192 -7.475 -3.603
C 2.942 -8.628 -3.028
F 3.572 -9.325 -4.000
O 3.918 -8.015 -2.217
H 2.663 -7.069 -4.504
H 1.153 -7.728 -3.834
H 2.330 -9.304 -2.421
O 6.005 -0.508 -0.728
C 7.191 -0.761 -0.594
O 7.708 -1.488 0.443
C 9.082 -1.665 0.161
C 9.373 -0.526 -0.754
F 10.336 -0.856 -1.644
O 8.163 -0.348 -1.455
H 9.232 -2.640 -0.314
H 9.678 -1.626 1.077
H 9.642 0.404 -0.242
O 1.706 -11.337 -1.913
C 1.040 -11.243 -0.896
O -0.306 -11.482 -0.836
C -0.667 -11.395 0.528
C 0.417 -10.543 1.095
F 0.671 -10.878 2.380
O 1.543 -10.880 0.317
H -0.687 -12.400 0.963
H -1.655 -10.943 0.644
H 0.227 -9.467 1.021
O 11.469 -0.295 2.118
C 10.803 -0.201 3.135
O 9.457 -0.440 3.195
C 9.096 -0.353 4.559
C 10.180 0.499 5.126
F 10.434 0.164 6.411
O 11.306 0.162 4.348
H 9.076 -1.358 4.993
H 8.108 0.099 4.675
H 9.990 1.575 5.052
O -6.628 5.699 3.977
C -7.380 6.553 4.415
O -7.834 7.621 3.690
C -8.773 8.289 4.508
C -8.365 7.869 5.878
F -9.436 7.799 6.700
O -7.865 6.565 5.689
H -9.783 7.956 4.246
H -8.714 9.372 4.369
H -7.590 8.499 6.328
O 0.349 -9.908 -6.219
C 0.941 -10.941 -5.955
O 0.730 -11.679 -4.823
C 1.507 -12.852 -4.960
C 2.561 -12.430 -5.925
F 2.956 -13.471 -6.693
O 1.900 -11.496 -6.748
H 0.878 -13.661 -5.346
H 1.924 -13.161 -3.997
H 3.433 -11.958 -5.460
O 0.833 7.994 -5.955
C 0.119 7.275 -6.634
O -0.937 6.557 -6.141
C -1.576 5.970 -7.257
C -0.486 5.938 -8.274
F -0.986 6.075 -9.522
O 0.280 7.082 -7.973
H -2.421 6.596 -7.563
H -1.949 4.972 -7.015
H 0.149 5.046 -8.222
O -2.641 12.946 -4.078
C -2.185 11.841 -3.835
O -0.888 11.477 -4.073
C -0.732 10.179 -3.535
C -2.130 9.663 -3.527
F -2.324 8.809 -2.497
O -2.907 10.817 -3.300
H -0.302 10.252 -2.531
H -0.069 9.574 -4.158
H -2.440 9.191 -4.466
O -8.823 10.481 6.592
C -9.311 11.474 6.078
O -8.667 12.675 5.966
C -9.512 13.512 5.203
C -10.853 12.896 5.414
F -11.636 13.061 4.324
O -10.567 11.523 5.552
H -9.195 13.489 4.154
H -9.468 14.545 5.559
H -11.376 13.255 6.306
O -0.846 -13.384 2.426
C -1.416 -14.462 2.444
O -2.587 -14.722 1.787
C -2.839 -16.103 1.950
C -2.070 -16.428 3.185
F -1.608 -17.698 3.145
O -0.967 -15.553 3.126
H -2.475 -16.644 1.070
H -3.909 -16.296 2.064
H -2.623 -16.262 4.115
*
```

## Properties
SMILES string = CCCNP(C[C@H]1CO1)(NCCC)(OCC)C(F)(F)c1cccc(C(F)(F)F)c1.O=C1OC[C@@H](F)O1.O=C1OC[C@@H](F)O1.O=C1OC[C@@H](F)O1.O=C1OC[C@@H](F)O1.O=C1OC[C@@H](F)O1.O=C1OC[C@@H](F)O1.O=C1OC[C@@H](F)O1.O=C1OC[C@@H](F)O1.O=C1OC[C@@H](F)O1.O=C1OC[C@@H](F)O1.O=C1OC[C@@H](F)O1
E_HOMO = -8.33 eV
lowest unoccupied orbital energy = -0.257 eV
M = 1611.0 g mol⁻¹

=====

[2]
This record from the Open Molecules 2025 dataset describes 2 unconnected molecules or ions with the total composition C3H9N4 at a distorted geometry. The level of theory is ωB97M-V with the def2-TZVPD basis set.

ORCA input file:
```
! wB97M-V def2-TZVPD RIJCOSX def2/J DEFGRID3
* xyz 1 1
C -1.627 -0.549 0.558
C -1.447 0.943 0.110
C 2.734 -0.214 0.585
N -0.592 -1.174 -0.408
N 0.475 0.765 -1.497
N -0.012 1.075 -0.209
N 0.406 -0.247 -0.484
H -1.366 -0.646 1.601
H -2.468 -0.995 0.332
H -2.138 1.211 -0.686
H -1.631 1.768 0.843
H 2.907 -1.206 0.269
H 3.056 0.667 0.070
H 2.150 -0.129 1.497
H -0.307 -2.110 -0.277
H -0.138 0.841 -2.304
*
```

## Properties
relative energy (zero: lowest compared OMol25 entry of this formula, charge and spin) = 217.29 kcal per mole
E_HOMO (spin up / spin down) = -13.25 / -13.65 eV
lowest unoccupied orbital energy (spin up / spin down) = -7.019 / -5.908 eV
M = 101.1 g mol⁻¹

=====

[3]
This record from the Open Molecules 2025 dataset describes C16H27N3O3S in the gas phase. The level of theory is ωB97M-V with the def2-TZVPD basis set.

ORCA input file:
```
! wB97M-V def2-TZVPD RIJCOSX def2/J DEFGRID3
* xyz 0 1
C -7.202 -1.217 -0.608
C -5.883 -1.805 -0.145
O -4.894 -0.780 -0.192
C -3.628 -1.162 0.021
O -3.304 -2.317 0.250
C -2.701 -0.063 -0.032
S -3.214 1.576 -0.299
C -1.601 2.155 -0.080
C -1.306 3.604 -0.197
C -0.708 1.138 0.147
C 0.754 1.365 0.321
O 1.219 2.321 0.916
N 1.518 0.416 -0.263
C 2.960 0.450 -0.231
C 3.584 -0.687 0.600
C 3.211 -2.043 0.000
C 3.108 -0.596 2.050
C 5.118 -0.511 0.569
N 5.648 -0.562 -0.789
C 6.517 -1.696 -1.021
C 6.287 0.671 -1.199
C -1.335 -0.144 0.193
N -0.689 -1.335 0.385
H -7.110 -0.848 -1.625
H -7.486 -0.389 0.036
H -7.975 -1.979 -0.572
H -5.953 -2.181 0.883
H -5.564 -2.634 -0.788
H -1.301 3.907 -1.245
H -0.333 3.812 0.238
H -2.068 4.188 0.316
H 1.075 -0.316 -0.795
H 3.231 1.414 0.207
H 3.350 0.391 -1.251
H 3.681 -2.845 0.564
H 3.552 -2.096 -1.030
H 2.136 -2.204 0.023
H 3.560 -1.382 2.652
H 2.027 -0.699 2.111
H 3.374 0.367 2.480
H 5.367 0.446 1.039
H 5.567 -1.299 1.184
H 7.456 -1.640 -0.447
H 6.000 -2.614 -0.753
H 6.767 -1.739 -2.081
H 5.601 1.503 -1.059
H 6.537 0.605 -2.257
H 7.213 0.879 -0.638
H -1.332 -2.109 0.522
H 0.108 -1.317 1.003
*
```

## Properties
SMILES string = CCOC(=O)c1sc(C)c(C(=O)NCC(C)(C)CN(C)C)c1N
relative energy (zero: lowest compared OMol25 entry of this formula, charge and spin) = 16.99 kcal per mole
E_HOMO = -8.22 eV
lowest unoccupied orbital energy = 0.623 eV
M = 341.5 g mol⁻¹

=====

[4]
This record from the Open Molecules 2025 dataset describes C2H2N2O in the gas phase at a distorted geometry. The level of theory is ωB97M-V with the def2-TZVPD basis set.

ORCA input file:
```
! wB97M-V def2-TZVPD RIJCOSX def2/J DEFGRID3
* xyz 0 1
N -2.371 0.180 -0.060
C -1.217 0.376 -0.053
C 0.156 0.400 0.051
N 0.794 -0.686 -0.116
O 0.496 1.630 -0.021
H 0.340 -1.555 0.459
H 1.802 -0.345 -0.261
*
```

## Properties
SMILES string = N#CC(N)=O
relative energy (zero: lowest compared OMol25 entry of this formula, charge and spin) = 39.26 kcal per mole
E_HOMO = -10.67 eV
lowest unoccupied orbital energy = 0.063 eV
M = 70.1 g mol⁻¹

=====

[5]
This record from the Open Molecules 2025 dataset describes a gas-phase ion, C4H5O2S2 (charge -1) at a distorted geometry. The level of theory is ωB97M-V with the def2-TZVPD basis set.

ORCA input file:
```
! wB97M-V def2-TZVPD RIJCOSX def2/J DEFGRID3
* xyz -1 1
O -0.232 -2.201 -0.300
C 0.660 -1.507 -0.807
O 1.686 -1.821 -1.402
C 0.413 0.007 -0.522
C 0.291 0.374 0.883
S 1.008 1.753 1.809
C -0.904 0.614 -0.058
S -2.359 -0.331 -0.196
H 1.046 0.420 -1.311
H 0.252 -0.425 1.604
H 0.527 2.810 0.988
H -1.004 1.738 -0.370
H -1.386 -1.431 -0.317
*
```

## Properties
SMILES string = O=C([O-])C1[C@@H](S)[C@@H]1S
relative energy (zero: lowest compared OMol25 entry of this formula, charge and spin) = 4.02 kcal per mole
E_HOMO = -4.23 eV
lowest unoccupied orbital energy = 3.067 eV
M = 149.2 g mol⁻¹

=====

[6]
This record from the Open Molecules 2025 dataset describes a molecular structure, C3H2O3Sr at a distorted geometry. The level of theory is ωB97M-V with the def2-TZVPD basis set.

ORCA input file:
```
! wB97M-V def2-TZVPD RIJCOSX def2/J DEFGRID3
* xyz 2 1
C -1.245 0.541 -0.674
C -1.388 -0.254 0.380
O -0.145 -0.652 0.810
C 0.731 -0.293 -0.117
O 0.186 0.543 -0.955
O 1.912 -0.623 -0.132
H -1.910 0.826 -1.482
Sr 4.003 -0.258 1.075
H -2.144 0.170 1.096
*
```

## Properties
relative energy (zero: lowest compared OMol25 entry of this formula, charge and spin) = 0.00 kcal per mole
E_HOMO = -17.17 eV
lowest unoccupied orbital energy = -9.713 eV
M = 173.7 g mol⁻¹